Below is C21H19NO4S in the gas phase at a distorted geometry, with properties calculated with ωB97M-V/def2-TZVPD.

Last column: Löwdin charge in e.
Cartesian coordinates (Å):
C  1.1774  -4.7858  5.8461  -0.06
C  0.9957  -3.5671  4.9568  -0.74
O  1.9584  -3.3850  4.2586  0.00
S  -0.4721  -2.5466  4.8163  0.95
C  -1.0473  -2.6096  3.0292  -0.31
C  -1.5691  -1.1829  2.7530  -0.43
O  -2.7924  -1.0916  2.6399  0.06
C  -0.8417  0.1159  2.9682  -0.10
C  -0.0539  0.2967  1.7624  -0.17
C  -0.5002  1.1221  0.7835  0.05
N  0.4357  1.0315  -0.2644  0.08
C  0.3074  1.7446  -1.4862  -0.44
O  1.2745  1.7641  -2.2215  0.11
O  -0.8480  2.3761  -1.6800  0.04
C  -0.8908  3.4079  -2.6417  -0.11
C  -1.4075  2.9475  -4.0302  -0.22
C  -2.7357  2.6874  -4.2265  -0.02
C  -3.3319  2.2219  -5.4544  -0.07
C  -2.4814  1.8763  -6.4153  -0.09
C  -1.1288  2.2563  -6.2468  -0.06
C  -0.5626  2.5880  -5.0235  -0.05
C  1.5220  0.2934  0.2112  -0.18
C  2.6466  -0.1014  -0.5391  0.03
C  3.5779  -0.9837  0.1044  -0.05
C  3.3714  -1.3488  1.4869  -0.05
C  2.1176  -1.0881  2.1079  0.01
C  1.1966  -0.2968  1.3525  -0.14
H  0.9027  -5.6376  5.2657  0.08
H  2.2441  -4.9034  6.2282  0.11
H  0.6284  -4.4852  6.7521  0.07
H  -0.1094  -2.6853  2.3808  0.10
H  -1.6953  -3.5147  2.8782  0.10
H  -0.2471  0.1164  3.8383  0.10
H  -1.6094  0.8433  3.0960  0.12
H  -1.4110  1.6813  0.7280  0.14
H  0.1377  3.9715  -2.7567  0.17
H  -1.5169  4.1536  -2.2144  0.11
H  -3.4910  2.8564  -3.3940  0.13
H  -4.3245  1.9979  -5.4287  0.07
H  -2.8096  1.3885  -7.3093  0.10
H  -0.4415  2.0341  -7.0240  0.09
H  0.5136  2.7188  -4.9211  0.12
H  2.8969  0.3150  -1.5413  0.11
H  4.4816  -1.2080  -0.4015  0.08
H  4.1296  -1.9618  1.9024  0.08
H  1.8033  -1.4229  3.0740  0.07

Forces on atoms 1 to 3 (eV/Å):
C 0.2615 2.0758 2.4206
C 2.4461 -1.3692 -1.2852
O -0.0831 1.0972 -0.9757

Results
Net charge: 0
Structure (SMILES): CC(=O)SCC(=O)Cc1cn(C(=O)OCc2ccccc2)c2ccccc12
ΔE to the lowest compared entry with this formula, charge and spin, kJ/mol: 224.5
Strongest force on any atom, Eh/bohr: 0.10559

---

Below is C21H20BrN7O in the gas phase at a distorted geometry, with properties calculated with ωB97M-V/def2-TZVPD.

Last column: Löwdin charge in e.
Cartesian coordinates (Å):
N  -3.3308  -2.6576  -0.7206  0.11
C  -3.1231  -2.1611  0.5848  -0.34
N  -3.6500  -2.9464  1.4762  0.11
C  -3.6665  -2.5469  2.7974  -0.15
N  -3.0711  -1.4519  3.2252  0.11
C  -2.4787  -0.7377  2.2788  -0.24
C  -1.8609  0.4459  2.7700  0.03
C  -1.1910  1.3193  1.9560  -0.19
C  -0.2805  2.4050  2.4848  -0.09
N  1.1179  1.9904  2.3422  -0.04
C  1.6086  0.8569  3.1480  -0.09
C  2.2661  -0.3235  2.2127  -0.10
N  2.9102  0.1179  0.9301  -0.17
C  2.9756  -0.7420  -0.3103  -0.08
C  2.0738  -0.4994  -1.4681  -0.31
N  2.1273  -1.2469  -2.4738  0.15
C  1.2317  -0.7384  -3.4566  -0.14
C  0.7687  -1.2782  -4.7204  -0.03
C  -0.1107  -0.6090  -5.4019  -0.17
C  -0.7720  0.5569  -4.9313  -0.54
Br  -2.1674  1.5522  -5.9805  0.60
C  -0.3112  1.0380  -3.6554  -0.07
C  0.6322  0.4227  -2.9307  -0.27
N  1.0913  0.4898  -1.6734  0.17
C  3.2236  1.5571  0.9008  -0.07
C  1.9269  2.3485  1.2783  -0.43
O  1.4823  3.1096  0.4758  0.06
C  -1.1952  1.0120  0.5764  -0.01
C  -1.8915  -0.0802  0.0427  0.01
C  -2.5303  -0.9516  0.8969  -0.13
H  -3.5450  -3.6656  -0.7982  0.11
H  -3.8887  -2.0319  -1.2697  0.09
H  -4.1749  -3.2696  3.4583  0.11
H  -1.8401  0.6134  3.8740  0.14
H  -0.5355  3.2816  1.8993  0.13
H  -0.5236  2.6340  3.5141  0.12
H  0.7874  0.4366  3.6564  0.08
H  2.3261  1.1568  3.9419  0.12
H  3.0404  -0.9103  2.7659  0.11
H  1.3678  -1.0049  2.0336  0.12
H  2.9003  -1.7779  0.0513  0.13
H  4.0364  -0.6985  -0.7053  0.14
H  1.3817  -2.0982  -5.0604  0.12
H  -0.4298  -0.9946  -6.3122  0.08
H  -0.7740  1.9136  -3.0828  0.14
H  0.9578  1.2536  -1.0390  0.11
H  3.9472  1.7578  1.7146  0.11
H  3.7232  1.8630  -0.0863  0.16
H  -0.7309  1.5824  -0.1851  0.08
H  -1.8307  -0.2927  -1.0245  0.12

Forces on atoms 1 to 3 (eV/Å):
N 1.1721 0.2723 0.0235
C -2.0172 -2.4987 -1.8086
N -0.5036 -0.3309 2.5363

Results
Net charge: 0
Structure (SMILES): Nc1ncnc2cc(CN3CCN(Cc4nc5ccc(Br)cc5[nH]4)CC3=O)ccc12
ΔE to the lowest compared entry with this formula, charge and spin, kJ/mol: 204.7
Strongest force on any atom, Eh/bohr: 0.13385

---

Below is C21H20Cl2N4O3S3 in the gas phase at a distorted geometry, with properties calculated with ωB97M-V/def2-TZVPD.

Last column: Löwdin charge in e.
Cartesian coordinates (Å):
C  6.7961  1.5158  1.0336  -0.12
C  6.1369  1.3625  -0.3165  -0.26
S  4.3488  1.1919  -0.0738  0.66
O  3.7210  0.9403  -1.3362  -0.27
O  3.8784  2.3152  0.6976  -0.30
N  4.2572  -0.1680  0.9028  -0.18
C  4.0223  -1.4001  0.1761  -0.13
C  3.9818  -2.6081  1.0719  -0.15
C  3.9424  -3.8692  0.4885  -0.03
C  3.8752  -5.0059  1.2701  -0.08
C  3.8422  -4.8901  2.6504  -0.08
C  3.8766  -3.6391  3.2346  -0.03
C  3.9464  -2.4901  2.4560  -0.17
C  4.0012  -1.1368  3.1072  -0.07
C  3.5234  -0.0482  2.1495  -0.23
C  2.0154  -0.1561  1.9039  -0.42
O  1.3407  -1.1147  2.2125  0.03
N  1.4918  0.9342  1.2788  0.13
C  0.1711  0.9873  0.9287  -0.56
N  -0.3837  1.9951  0.3500  0.02
N  -1.6770  1.8233  0.1143  -0.10
C  -2.1263  0.6773  0.5076  -0.98
S  -3.7654  0.1567  0.3518  0.92
C  -4.4566  1.5425  -0.6553  -0.42
C  -5.0118  1.0215  -1.9350  -0.34
C  -6.3784  0.7944  -2.1065  -0.61
Cl  -7.4800  1.1293  -0.8190  0.72
C  -6.8958  0.3020  -3.2936  -0.11
C  -6.0416  0.0134  -4.3419  -0.08
C  -4.6804  0.2136  -4.2039  -0.10
C  -4.1774  0.7084  -3.0114  -0.60
Cl  -2.4708  0.9362  -2.8646  0.76
S  -0.9151  -0.3531  1.2605  1.10
H  6.3477  2.3553  1.5590  0.08
H  6.6483  0.6150  1.6237  0.07
H  7.8633  1.6966  0.9264  0.08
H  6.2657  2.2392  -0.9457  0.11
H  6.4603  0.4750  -0.8515  0.10
H  4.8302  -1.4995  -0.5547  0.13
H  3.0820  -1.3401  -0.3928  0.14
H  3.9590  -3.9512  -0.5887  0.12
H  3.8433  -5.9795  0.8049  0.10
H  3.7835  -5.7736  3.2679  0.10
H  3.8415  -3.5435  4.3100  0.12
H  5.0304  -0.9187  3.4068  0.13
H  3.3761  -1.1306  4.0013  0.13
H  3.7414  0.9480  2.5460  0.15
H  2.0844  1.7222  1.0185  0.12
H  -5.2275  2.0126  -0.0491  0.05
H  -3.6189  2.2202  -0.8116  0.05
H  -7.9584  0.1446  -3.3872  0.10
H  -6.4383  -0.3723  -5.2678  0.11
H  -4.0039  -0.0127  -5.0121  0.10

Forces on atoms 1 to 3 (eV/Å):
C 0.1122 0.0638 0.1086
C -0.7949 -0.0706 0.3520
S 0.6404 -0.2150 -0.4175

Results
Net charge: 0
Structure (SMILES): CCS(=O)(=O)N1Cc2ccccc2C[C@@H]1C(=O)Nc1nnc(SCc2c(Cl)cccc2Cl)s1
Strongest force on any atom, Eh/bohr: 0.03803

---

Below is a molecular structure, C21H20Cl3F5KNO5P2S at a distorted geometry, with properties calculated with ωB97M-V/def2-TZVPD.

Last column: Löwdin charge in e.
Cartesian coordinates (Å):
K  2.1270  0.1851  -0.9800  0.59
C  -2.1692  0.0784  -3.1318  -0.31
P  -1.0398  -0.9792  -2.1400  0.91
C  -1.4266  -2.6085  -2.8961  -0.29
C  -2.0119  -1.1558  -0.5511  -0.37
C  -3.3151  -0.6809  -0.4223  -0.10
C  -4.0127  -0.7692  0.7752  -0.10
C  -3.4180  -1.3570  1.8795  -0.11
C  -2.1216  -1.8403  1.7658  -0.11
C  -1.4066  -1.7388  0.5771  -0.39
P  0.3461  -2.3174  0.4843  0.91
C  0.1607  -4.0901  0.9325  -0.30
C  1.0624  -1.7097  2.0672  -0.28
H  -3.1738  -0.3260  -3.2896  0.03
H  -1.6932  0.2037  -4.1063  0.03
H  -2.2451  1.0696  -2.6808  0.04
H  -2.4853  -2.8687  -2.8125  0.03
H  -0.8149  -3.3807  -2.4265  0.02
H  -1.1215  -2.5776  -3.9427  0.03
H  -3.7946  -0.2096  -1.2704  0.08
H  -5.0182  -0.3695  0.8434  0.09
H  -3.9471  -1.4295  2.8226  0.09
H  -1.6415  -2.2913  2.6282  0.09
H  -0.3409  -4.2373  1.8941  0.02
H  1.1537  -4.5398  0.9821  0.03
H  -0.4003  -4.6155  0.1581  0.03
H  0.5691  -2.1284  2.9496  0.03
H  1.0200  -0.6209  2.1070  0.03
H  2.1160  -1.9953  2.0753  0.04
Cl  5.7342  3.3178  1.3217  0.54
C  4.4416  2.1935  0.8457  -1.43
Cl  4.0489  2.5197  -0.8810  0.57
Cl  2.9908  2.5651  1.8381  0.61
C  4.8044  0.6548  1.0792  -0.85
O  5.8042  0.4363  1.7537  -0.03
O  3.9679  -0.0987  0.5526  -0.20
F  3.3912  -1.3253  -4.1823  -0.11
C  2.3320  -1.8869  -3.4038  -0.28
F  1.3245  -2.1227  -4.4038  -0.12
C  2.8499  -3.3126  -3.1883  -0.62
F  3.2346  -4.0000  -4.3009  0.08
F  3.9181  -3.3313  -2.3657  0.10
F  1.8999  -4.0891  -2.6025  0.07
O  1.1102  5.3231  -0.4895  -0.33
S  -0.0415  4.4556  -0.5412  0.59
O  -1.1585  4.9217  -1.3342  -0.34
N  0.3468  2.9328  -0.8925  -0.04
C  0.0141  2.0977  0.1138  -0.57
O  0.1404  0.8738  0.0971  -0.19
C  -0.5592  2.8110  1.3212  -0.15
C  -0.9974  2.2679  2.5160  0.00
C  -1.4826  3.1386  3.4840  -0.08
C  -1.5282  4.5136  3.2522  -0.09
C  -1.0988  5.0509  2.0439  -0.04
C  -0.6216  4.1622  1.0997  -0.23
H  -0.9553  1.1954  2.6639  0.11
H  -1.8303  2.7497  4.4336  0.09
H  -1.9062  5.1710  4.0266  0.09
H  -1.1317  6.1148  1.8503  0.11

Forces on atoms 1 to 3 (eV/Å):
K 0.2157 -0.7594 -1.3828
C -0.1173 0.0641 -0.0849
P 0.0590 0.0690 0.4136

Results
Net charge: -2
ΔE to the lowest compared entry with this formula, charge and spin, kJ/mol: 95.5
Strongest force on any atom, Eh/bohr: 0.03097

---

Result set for HOMO level: -8.13, -8.42, -8.08, -1.98 eV, one per record in the order listed.